1.
Below is a gas-phase ion, C7H8IO2 (charge -1) at a distorted geometry, with properties calculated with wB97M-V/def2-TZVPD.

Positions of all 18 atoms, in Å:
1 C -0.246 -0.696 -1.835
2 C -0.150 -0.090 -0.478
3 C 0.316 1.370 -0.580
4 C 0.808 -0.916 0.454
5 C 0.882 -0.316 1.783
6 C 0.845 0.311 2.791
7 I 0.626 1.071 4.633
8 C -1.589 -0.174 0.145
9 O -1.741 -0.822 1.201
10 O -2.379 0.466 -0.566
11 H -1.063 -0.208 -2.326
12 H -0.285 -1.799 -1.710
13 H 0.710 -0.420 -2.439
14 H -0.195 1.799 -1.414
15 H 1.407 1.453 -0.761
16 H 0.209 1.854 0.406
17 H 1.786 -1.105 0.050
18 H 0.059 -1.780 0.645

## Properties
SMILES ... CC(C)(CC#CI)C(=O)[O-]
Total charge ... -1


2.
Below is a molecular structure, C7H8LiO8Tl at a distorted geometry, with properties calculated with wB97M-V/def2-TZVPD.

Positions of all 25 atoms, in Å:
1 O 1.231 0.151 2.996
2 O 1.869 1.712 1.553
3 C 1.173 2.704 2.311
4 C -0.295 2.756 1.912
5 O -0.966 3.802 2.608
6 C 1.917 0.422 1.989
7 H 1.273 2.506 3.386
8 H 1.653 3.661 2.071
9 H -0.809 1.831 2.197
10 H -0.385 2.902 0.828
11 O -1.640 5.900 2.708
12 O -0.412 5.273 0.984
13 C -0.977 5.039 2.080
14 O 5.309 -1.402 4.525
15 C 5.555 -1.240 3.238
16 C 6.148 -0.532 5.306
17 O 4.656 -1.401 2.337
18 O 6.671 -0.571 3.041
19 C 7.232 -0.138 4.295
20 H 6.528 -1.100 6.159
21 H 5.540 0.312 5.650
22 H 8.180 -0.665 4.447
23 H 7.404 0.941 4.238
24 Tl 2.378 -2.341 2.754
25 Li -1.080 7.103 1.266

## Properties
Total charge ... 0


Number 1: highest occupied orbital energy -4.23 eV, LUMO level 2.54 eV. Number 2: highest occupied orbital energy -6.38 eV, LUMO level -0.29 eV.